Record 1
{"formula": "C21H20F10N4O3PTi", "method": "ωB97M-V with the def2-TZVPD basis set", "species": ["Ti", "C", "N", "C", "C", "N", "C", "C", "F", "C", "F", "C", "F", "C", "F", "C", "F", "C", "C", "N", "C", "C", "F", "C", "F", "C", "F", "C", "F", "C", "F", "H", "H", "H", "H", "H", "H", "H", "H", "H", "H", "H", "C", "O", "P", "O", "C", "O", "C", "H", "H", "H", "H", "H", "H", "H", "H", "H", "N", "C"], "positions_angstrom": [[-0.105, -0.743, 0.110], [1.748, 1.747, -0.552], [1.044, 1.175, 0.592], [0.008, 2.097, 1.073], [-0.916, 1.470, 2.109], [-1.272, 0.124, 1.690], [-2.347, -0.474, 2.236], [-2.791, -1.707, 1.711], [-2.080, -2.220, 0.666], [-3.862, -2.433, 2.170], [-4.189, -3.588, 1.576], [-4.611, -1.964, 3.233], [-5.679, -2.641, 3.687], [-4.225, -0.766, 3.802], [-4.919, -0.286, 4.845], [-3.139, -0.055, 3.332], [-2.830, 1.075, 4.012], [1.977, 0.776, 1.658], [2.607, -0.577, 1.365], [1.606, -1.584, 1.081], [1.135, -2.399, 2.052], [0.401, -3.551, 1.653], [0.258, -3.761, 0.331], [-0.230, -4.408, 2.521], [-0.913, -5.462, 2.053], [-0.143, -4.206, 3.888], [-0.721, -5.062, 4.750], [0.576, -3.119, 4.337], [0.670, -2.900, 5.658], [1.185, -2.246, 3.456], [1.802, -1.172, 4.005], [2.272, 2.674, -0.268], [1.036, 1.969, -1.345], [2.468, 1.035, -0.947], [-0.579, 2.388, 0.198], [0.451, 3.014, 1.496], [-1.786, 2.131, 2.184], [-0.444, 1.482, 3.100], [1.417, 0.703, 2.587], [2.759, 1.540, 1.803], [3.262, -0.826, 2.206], [3.254, -0.493, 0.486], [-1.113, 1.523, -3.674], [-1.720, 1.598, -2.381], [-2.063, 0.288, -1.479], [-3.318, 0.915, -0.676], [-4.410, 1.532, -1.358], [-2.761, -0.616, -2.635], [-2.614, -2.040, -2.592], [-1.547, 2.320, -4.279], [-1.298, 0.561, -4.145], [-0.036, 1.655, -3.590], [-5.098, 1.883, -0.593], [-4.916, 0.810, -2.000], [-4.061, 2.371, -1.959], [-3.504, -2.486, -2.149], [-1.732, -2.329, -2.020], [-2.492, -2.382, -3.618], [1.043, -0.927, -3.152], [0.666, -0.951, -2.053]], "multiplicity": 3, "e_homo_ev": [-3.4, -4.7], "total_charge": -1, "relative_energy_ev": 0.0000}


Record 2
{"formula": "CH3O3P", "method": "ωB97M-V with the def2-TZVPD basis set", "species": ["O", "P", "O", "C", "O", "H", "H", "H"], "positions_angstrom": [[-2.887, 0.208, -0.575], [-1.845, -0.148, 0.352], [-0.583, 0.699, -0.200], [0.850, 0.146, 0.358], [1.167, -0.907, -0.359], [1.433, 1.164, 0.317], [0.640, -0.186, 1.399], [1.225, -0.974, -1.292]], "e_homo_ev": -10.2, "smiles": "O=POCO", "relative_energy_ev": 1.3916}


Record 3
{"formula": "C27H26AsFeN3O7P2S", "method": "ωB97M-V with the def2-TZVPD basis set", "species": ["Fe", "C", "N", "C", "C", "N", "C", "S", "C", "C", "C", "C", "C", "N", "H", "H", "H", "H", "H", "H", "H", "H", "H", "O", "P", "O", "O", "O", "P", "O", "O", "O", "H", "H", "C", "C", "C", "C", "C", "C", "As", "C", "C", "C", "C", "C", "C", "C", "C", "C", "C", "C", "C", "H", "H", "H", "H", "H", "H", "H", "H", "H", "H", "H", "H", "H", "H", "H"], "positions_angstrom": [[-0.524, -3.055, 0.594], [-2.624, -1.092, -3.625], [-2.936, -2.372, -2.869], [-4.186, -2.969, -2.894], [-4.078, -4.133, -2.314], [-2.769, -4.258, -1.673], [-2.067, -3.156, -2.091], [-0.478, -2.805, -1.724], [-2.344, -5.250, -0.731], [-3.053, -6.449, -0.479], [-2.593, -7.266, 0.545], [-1.380, -7.009, 1.190], [-0.771, -5.800, 0.958], [-1.221, -4.934, 0.026], [-3.382, -0.351, -3.348], [-2.775, -1.296, -4.702], [-1.611, -0.743, -3.497], [-5.039, -2.580, -3.432], [-4.847, -4.932, -2.242], [-3.942, -6.722, -1.020], [-3.098, -8.272, 0.714], [-1.042, -7.503, 2.110], [0.154, -5.503, 1.384], [1.120, -0.944, 3.360], [0.853, -2.545, 3.463], [1.641, -3.220, 4.529], [0.795, -3.093, 1.996], [-0.827, -2.479, 3.806], [-2.015, -1.953, 2.860], [-3.279, -2.215, 3.800], [-1.716, -0.482, 2.574], [-2.149, -2.862, 1.636], [0.278, -0.504, 3.102], [-3.762, -1.364, 3.993], [1.638, 5.223, -4.518], [2.729, 4.411, -4.160], [2.599, 3.553, -3.073], [1.545, 3.678, -2.198], [0.464, 4.471, -2.600], [0.493, 5.179, -3.745], [1.198, 2.378, -0.736], [2.930, 2.173, 0.257], [3.977, 3.071, 0.070], [5.188, 2.810, 0.692], [5.283, 1.740, 1.605], [4.164, 0.912, 1.879], [3.027, 1.092, 1.153], [0.592, 3.423, 0.833], [1.043, 4.683, 1.028], [0.569, 5.398, 2.116], [-0.425, 4.897, 2.898], [-0.958, 3.605, 2.635], [-0.447, 2.863, 1.596], [1.701, 5.784, -5.381], [3.567, 4.478, -4.775], [3.330, 2.784, -2.882], [-0.378, 4.524, -1.917], [-0.414, 5.743, -3.977], [3.788, 3.954, -0.528], [6.059, 3.439, 0.509], [6.215, 1.599, 2.123], [4.178, 0.091, 2.601], [2.171, 0.432, 1.263], [1.813, 5.039, 0.326], [1.086, 6.286, 2.416], [-0.677, 5.428, 3.814], [-1.704, 3.129, 3.296], [-0.677, 1.840, 1.381]], "multiplicity": 6, "e_homo_ev": [-9.9, -9.9], "total_charge": 1}


Record 4
{"formula": "C18H44BBr2IN11O11P2", "method": "ωB97M-V with the def2-TZVPD basis set", "species": ["C", "C", "O", "O", "C", "C", "C", "C", "N", "C", "N", "C", "C", "C", "I", "B", "O", "O", "N", "P", "O", "O", "C", "P", "O", "C", "Br", "C", "C", "Br", "H", "H", "H", "H", "H", "H", "H", "H", "H", "H", "H", "H", "H", "H", "H", "H", "H", "H", "H", "H", "H", "H", "H", "H", "H", "H", "H", "H", "C", "O", "N", "N", "H", "H", "H", "H", "C", "O", "N", "N", "H", "H", "H", "H", "C", "O", "N", "N", "H", "H", "H", "H", "C", "O", "N", "N", "H", "H", "H", "H"], "positions_angstrom": [[2.209, -4.355, -0.107], [1.185, -4.417, -1.325], [1.272, -5.228, -2.266], [0.120, -3.472, -1.334], [0.454, -2.305, -2.153], [-0.865, -1.416, -2.291], [-0.641, 0.160, -2.141], [0.186, 0.601, -0.855], [0.484, 2.100, -0.877], [1.176, 2.209, 0.433], [2.383, 2.701, 0.651], [3.234, 3.284, -0.457], [3.831, 1.991, -1.246], [5.339, 2.198, -1.733], [6.633, 1.930, 0.026], [2.992, 2.649, 2.032], [3.361, 3.904, 2.637], [3.274, 1.409, 2.737], [0.195, 1.618, 1.338], [-0.660, 2.660, 2.478], [-0.413, 4.321, 2.092], [0.211, 2.491, 3.968], [-0.544, 0.574, 0.595], [0.030, -1.134, 1.282], [1.534, -1.400, 1.055], [-2.136, 0.505, 0.595], [-3.021, 2.138, -0.152], [-2.784, 0.010, 2.029], [-3.525, -1.389, 1.797], [-4.262, 1.330, 2.423], [3.042, -3.634, -0.395], [2.582, -5.405, 0.119], [1.721, -3.937, 0.845], [0.820, -2.697, -3.163], [1.336, -1.790, -1.648], [-1.287, -1.601, -3.342], [-1.664, -1.795, -1.566], [-1.668, 0.653, -2.211], [-0.053, 0.538, -3.056], [1.250, 0.181, -0.905], [1.028, 2.393, -1.698], [4.053, 3.962, -0.055], [2.608, 3.919, -1.182], [3.112, 1.632, -2.054], [3.859, 1.148, -0.459], [5.458, 3.212, -2.232], [5.594, 1.318, -2.424], [2.613, 4.279, 3.146], [4.238, 1.269, 2.541], [-0.138, 4.762, 2.937], [0.024, 1.607, 4.354], [-0.173, -1.151, 2.713], [-0.763, -2.209, 0.752], [-2.422, -0.338, -0.137], [-2.033, 0.016, 2.878], [-3.893, -1.881, 2.760], [-2.902, -2.151, 1.212], [-4.470, -1.220, 1.167], [-1.635, -2.068, 5.244], [-1.339, -1.659, 4.123], [-2.056, -3.333, 5.472], [-1.566, -1.290, 6.352], [-2.301, -3.678, 6.382], [-2.122, -3.947, 4.677], [-1.258, -0.341, 6.230], [-1.806, -1.614, 7.270], [-2.940, -4.393, -4.674], [-3.504, -4.224, -3.603], [-1.705, -4.948, -4.775], [-3.498, -4.042, -5.862], [-1.233, -5.091, -5.648], [-1.252, -5.224, -3.918], [-4.414, -3.627, -5.835], [-3.045, -4.177, -6.747], [-7.242, -2.176, 1.378], [-6.106, -2.500, 1.696], [-8.326, -2.947, 1.644], [-7.523, -1.016, 0.731], [-9.262, -2.692, 1.389], [-8.166, -3.817, 2.123], [-6.749, -0.411, 0.513], [-8.451, -0.741, 0.466], [6.329, 6.432, -3.167], [5.232, 5.913, -3.333], [6.709, 7.569, -3.800], [7.263, 5.912, -2.331], [7.605, 8.001, -3.670], [6.045, 7.988, -4.430], [7.020, 5.067, -1.842], [8.166, 6.324, -2.184]], "e_homo_ev": -11.1, "total_charge": 1}